ORCA calculation (wB97M-V/def2-TZVPD) on a molecular structure, C36H66AsCoGeN5Si6 at a distorted geometry.

multiplicity: 3
ΔE to the lowest compared entry with this formula, charge and spin: 164.4 kJ/mol
HOMO-LUMO gap (alpha / beta): 0.1581 / 0.2284 hartree
molecular weight: 943.94 g/mol
largest force on an atom: 0.0212 Eh/bohr
net charge: +1

Atoms and positions in Å:
H  3.62962  4.77810  -1.20216
C  0.27471  4.79211  -3.32953
C  -1.02444  -4.56855  3.82181
H  -2.43420  3.95641  4.97559
H  -0.43889  -1.81740  5.15319
N  -0.97804  -0.32917  -1.64340
H  3.35675  0.51843  3.68754
H  4.16366  2.52335  -4.27966
C  1.62815  -3.44232  3.06711
H  0.20326  -1.71117  -2.64642
C  -2.05918  2.27711  1.53295
H  2.30443  -1.03702  -3.08670
C  -3.32854  3.60966  3.03854
H  5.12899  -1.00778  2.84063
Co  0.34680  -0.39844  -0.28526
H  -3.46036  -0.66700  -4.58489
H  2.16755  -4.10929  0.21119
H  -4.91774  -4.04200  1.62261
H  -4.88059  -2.39085  -0.85984
C  -1.09767  -4.72104  -1.95837
H  -3.83560  -3.67364  2.97131
H  0.14032  -6.17695  1.50134
N  -0.40274  0.97877  0.64781
C  4.57077  0.88472  -1.68030
H  2.78309  2.68137  2.35950
C  2.84380  -1.30017  0.40249
C  4.00856  -1.53192  1.06179
H  1.25443  4.67747  -3.79346
Si  1.92355  3.90312  0.39607
Si  -0.21466  -4.56058  -0.33664
H  -4.21642  4.18315  3.28132
H  5.37165  0.96276  -2.42492
Si  2.98614  1.30081  -2.53640
C  -1.03392  2.17163  2.48598
C  -2.75997  -0.56326  -3.76383
H  3.98695  2.71053  1.05466
C  0.00825  1.36447  1.92407
C  -3.03687  0.26574  -2.72295
H  -2.60282  2.85989  -1.44572
H  1.85410  -4.36012  2.51137
H  -3.82001  -3.78038  -1.14303
H  -0.57412  -4.71616  4.81236
H  0.35772  5.53433  -2.53372
H  3.58840  3.66943  -3.05552
C  -3.22052  3.01054  1.80411
H  -0.35820  2.68667  4.47680
H  3.70099  4.16317  2.03099
H  -0.41212  5.19631  -4.08518
C  3.25210  -0.01275  2.74910
C  -2.30353  3.48567  4.00788
H  2.08643  5.61393  -1.42725
C  -3.83630  -2.72971  -0.84231
C  -3.72008  -0.90249  1.59776
C  -0.72272  -1.14722  -2.70337
N  1.13641  1.03825  2.54535
H  -3.95488  0.84040  -2.66867
H  1.97921  -3.57650  4.09876
C  -1.67738  1.49761  0.39508
H  1.52493  0.14149  -4.16232
H  -3.34820  -4.85493  1.74353
H  -4.00659  3.09898  1.06117
H  -3.27997  -2.14967  -1.58558
N  -2.45888  1.24528  -0.64567
Si  -0.19013  -3.09207  3.07635
H  -3.06329  -0.55479  2.40161
C  -0.72947  2.09924  -4.18359
C  2.45370  -0.09876  -3.63250
C  -1.55241  -1.29654  -3.76833
C  -1.15288  2.77717  3.74352
C  2.75158  5.17720  -0.68347
H  0.02000  -0.74127  3.81465
C  0.48592  4.68407  1.25142
Si  -3.17437  -2.52096  0.87966
H  -1.65175  -1.30898  3.96554
H  -3.73867  -0.12457  0.82731
H  -1.28840  -1.95901  -4.58228
C  -2.12914  0.40472  -1.63050
C  -3.86579  -3.90644  1.90425
H  0.85188  5.50798  1.87646
C  -2.06009  3.69889  -1.88699
Si  -0.48354  3.20270  -2.71691
H  3.09494  5.98535  -0.02398
H  -0.05007  3.98100  1.89463
H  -0.87524  -5.48164  3.24500
H  -0.22770  5.09588  0.52821
H  -2.09571  -4.42598  3.96201
H  1.99555  -5.47467  -0.90735
H  3.24004  -0.27201  -4.37699
H  0.12443  2.17751  -4.86659
H  -1.57350  -6.10979  1.05071
H  -2.17126  -4.86811  -1.81931
C  -0.55284  -6.09009  0.65948
C  3.31944  2.77523  -3.62536
As  -0.79138  -2.56309  0.82695
H  -0.85525  1.04735  -3.91369
H  -0.96314  -3.84881  -2.60155
H  4.58025  -0.12309  -1.27377
H  -4.73115  -1.00994  2.00664
H  4.74014  -2.22170  0.66174
H  -0.70183  -5.60069  -2.48185
H  2.46314  3.01790  -4.25892
H  2.63690  -1.80205  -0.53934
C  -0.60274  -1.59912  4.09066
C  2.04216  0.19850  2.02569
C  3.21692  3.29454  1.56897
H  1.84599  -3.81823  -1.51367
N  1.87067  -0.45714  0.84434
H  4.79806  1.57839  -0.86354
C  4.21503  -0.85102  2.27868
C  1.61848  -4.47429  -0.66213
H  -2.70230  4.18102  -2.63460
H  -1.62779  2.41776  -4.72485
H  -1.85918  4.42513  -1.09069
H  2.19647  -2.62307  2.62249
H  -0.41920  -6.97220  0.02029
Ge  1.17293  2.21945  -1.20319

Cartesian forces (eV/Å) of the 3 atoms listed first:
H -0.059 0.096 0.110
C 0.262 0.221 -0.023
C -0.260 -0.266 0.036